Here is a structure of composition C23H59N5O7P at a distorted geometry from the Open Molecules 2025 dataset. Energies are from ωB97M-V/def2-TZVPD.

relative energy (zero: lowest compared OMol25 entry of this formula, charge and spin) = 139.38 kcal per mole
net charge = +1
energy = -55869.8137 eV
E_HOMO = -10.5871 eV
lowest unoccupied orbital energy = -3.23 eV
HOMO-LUMO gap = 7.361 eV

CARTESIAN COORDINATES (ANGSTROEM)
C -3.5697 -0.6560 -1.4346
C -3.4399 0.0424 -2.7898
C -4.1520 1.3916 -2.9362
P -3.8084 2.5896 -1.6702
O -2.5199 3.4721 -2.1134
C -1.4606 2.7089 -2.0566
N -0.5237 2.0101 -2.1257
O -4.9424 3.6241 -1.5523
C -5.7937 3.4646 -0.3688
C -6.9009 2.4937 -0.5953
C -7.6461 2.6954 -1.8943
O -6.3496 1.1811 -0.4924
H -2.6568 -1.1917 -1.2430
H -3.7946 -0.0050 -0.6062
H -4.3452 -1.3990 -1.4540
H -3.8979 -0.6056 -3.5164
H -2.4113 0.1045 -3.0857
H -5.2164 1.3092 -3.0534
H -3.7962 1.8514 -3.8521
H -3.4822 2.0606 -0.4234
H -5.2198 3.1555 0.4935
H -6.1973 4.4323 -0.1386
H -7.6116 2.6371 0.2061
H -6.9500 2.7370 -2.7135
H -8.2693 1.8363 -2.0769
H -8.2512 3.5805 -1.8813
H -6.9606 0.6641 0.0245
C 0.4706 -3.3448 -6.3488
C 0.7833 -2.6825 -5.0107
C 0.0178 -3.2838 -3.8240
O -1.3463 -2.9046 -3.7431
C -2.2271 -3.6393 -4.5764
N 0.5637 -1.2370 -5.1324
H -0.4878 -3.0208 -6.7533
H 1.2310 -3.0823 -7.0823
H 0.4544 -4.4322 -6.2578
H 1.8461 -2.8414 -4.8106
H 0.4754 -2.9088 -2.9048
H 0.1095 -4.3766 -3.8021
H -1.9145 -4.6812 -4.6743
H -2.3096 -3.1843 -5.5660
H -3.2150 -3.6156 -4.1144
H 0.8836 -0.7759 -4.2848
H -0.4399 -1.0803 -5.1411
C 2.8312 3.1651 -1.8497
C 4.1323 2.4731 -1.4567
C 4.0206 1.6283 -0.1792
O 3.9932 2.3690 1.0236
C 2.7306 2.9192 1.3572
N 5.1929 3.4793 -1.3680
H 2.6346 4.0461 -1.2393
H 2.8837 3.4996 -2.8857
H 1.9817 2.4878 -1.7578
H 4.3925 1.7844 -2.2659
H 4.9135 1.0007 -0.1145
H 3.1583 0.9480 -0.2276
H 1.9095 2.2658 1.0450
H 2.6093 3.9106 0.9136
H 2.6874 3.0352 2.4398
H 6.0849 3.0157 -1.2235
H 5.0465 4.0079 -0.5128
C 1.0901 0.4675 3.9933
C 1.2935 1.2193 5.3036
C 0.5413 0.6137 6.4964
O -0.8505 0.8683 6.5118
C -1.6296 0.0131 5.7014
N 0.9490 2.6306 5.0946
H 0.1226 0.6840 3.5381
H 1.8537 0.7585 3.2731
H 1.1669 -0.6116 4.1365
H 2.3587 1.1676 5.5445
H 0.9287 1.0751 7.4076
H 0.7316 -0.4641 6.5797
H -1.2211 -1.0010 5.6750
H -1.7170 0.4014 4.6823
H -2.6301 -0.0264 6.1320
H 1.1949 3.1618 5.9247
H -0.0640 2.6932 5.0521
C 5.2137 -4.3992 2.9208
C 3.7062 -4.2722 2.7259
C 3.2960 -3.1557 1.7546
O 3.3805 -1.8474 2.2820
C 4.6790 -1.2755 2.2702
N 3.0686 -4.1233 4.0374
H 5.6081 -3.6271 3.5798
H 5.4519 -5.3593 3.3757
H 5.7425 -4.3393 1.9677
H 3.3552 -5.2119 2.2898
H 2.2399 -3.2988 1.5072
H 3.8564 -3.2239 0.8123
H 5.2551 -1.5957 1.3975
H 5.2178 -1.5238 3.1869
H 4.5680 -0.1910 2.2354
H 2.0595 -4.1574 3.9253
H 3.2524 -3.1786 4.3632

Forces on atoms 1 to 6 (eV/Å):
C 0.143 -0.067 -0.386
C -0.523 -0.424 0.418
C 0.972 0.037 -0.060
P -0.507 -0.493 -0.683
O -0.245 -0.029 0.414
C 2.877 -1.455 -0.798

=====

Here is a cluster of 17 separate species, H34O17 in total at a distorted geometry from the Open Molecules 2025 dataset. Energies are from ωB97M-V/def2-TZVPD.

relative energy (zero: lowest compared OMol25 entry of this formula, charge and spin) = 90.11 kcal per mole
energy = -35358.1040 eV
E_HOMO = -9.8583 eV
lowest unoccupied orbital energy = -0.85 eV
HOMO-LUMO gap = 9.004 eV

CARTESIAN COORDINATES (ANGSTROEM)
O -1.6404 -2.0071 -1.4745
H -0.8855 -1.7369 -0.9297
H -1.7802 -1.1762 -1.9515
O 2.3127 -4.5516 3.4381
H 1.7909 -4.5867 2.6135
H 1.7400 -3.9731 3.9649
O 1.8684 -0.4145 -1.1171
H 2.3706 -0.8542 -1.8032
H 2.5547 -0.0597 -0.5325
O 1.0211 1.7995 0.5409
H 0.9073 2.5279 -0.0986
H 0.2517 1.9424 1.1081
O -0.5247 -2.6383 4.6209
H -0.7124 -2.3717 3.6986
H -1.2428 -3.2930 4.6272
O -2.5440 0.0712 -3.6671
H -2.8108 0.9696 -3.9127
H -3.1741 -0.5480 -4.0500
O 0.6788 5.2129 -0.9317
H 0.5400 4.9743 -1.8539
H 0.1660 6.0461 -0.9712
O 3.2234 -1.9811 -3.8680
H 2.3842 -1.9234 -4.3508
H 2.9527 -1.5217 -3.0679
O 0.0549 -0.9106 1.3731
H 0.6745 -0.4661 0.7910
H -0.7845 -0.8540 0.9124
O 4.8829 -1.6809 -0.9254
H 4.9155 -2.6070 -1.1814
H 4.7541 -1.1458 -1.7133
O -4.5803 -1.7416 0.9868
H -3.7474 -1.3837 0.5860
H -4.8266 -2.6495 0.8086
O -2.4901 2.0318 -1.4298
H -2.2636 2.4731 -2.2464
H -3.3769 2.1524 -1.0899
O 0.4157 -4.7041 1.6927
H -0.2614 -4.3085 2.2513
H 0.2814 -4.2792 0.8371
O 3.3460 3.0044 3.2351
H 2.8081 2.2498 2.8111
H 2.8713 3.7885 2.8940
O -2.9664 0.1307 0.5422
H -2.5958 -0.0038 -0.3384
H -3.3090 1.0233 0.6547
O -0.5592 2.9071 2.9576
H -0.1024 3.4530 3.6090
H -0.6244 2.0811 3.4551
O -0.5421 3.9830 -3.4995
H -0.2198 4.2536 -4.3651
H -1.2020 3.2963 -3.6405

Forces on atoms 1 to 6 (eV/Å):
O 0.293 0.871 0.381
H 0.155 -0.546 -0.005
H -0.274 -0.166 -0.554
O -0.284 0.389 0.184
H 0.497 -0.207 0.277
H 0.392 -0.106 0.171

=====

Here is the ion C6H12NO with charge +1 at a distorted geometry from the Open Molecules 2025 dataset. Energies are from ωB97M-V/def2-TZVPD.

relative energy (zero: lowest compared OMol25 entry of this formula, charge and spin) = 56.95 kcal per mole
net charge = +1
energy = -9944.6353 eV
E_HOMO = -12.8450 eV
structure (SMILES) = C/C=C/C[C@H]([NH3+])C=O
lowest unoccupied orbital energy = -3.61 eV
HOMO-LUMO gap = 9.231 eV

CARTESIAN COORDINATES (ANGSTROEM)
C -0.5484 2.9246 1.4984
C -1.0995 1.5717 0.9945
C -0.2116 0.9126 0.1453
C -0.5692 -0.2813 -0.7787
C 0.2830 -1.4852 -0.3242
N 1.8244 -1.2748 -0.8221
C -0.4140 -2.7323 -0.9276
O 0.1380 -3.3782 -1.7093
H -1.3782 3.5887 1.9316
H 0.3702 2.8439 2.2107
H -0.0663 3.4237 0.6659
H -2.1109 1.3095 1.2269
H 0.6834 1.4219 0.0703
H -0.4995 0.1277 -1.7746
H -1.6295 -0.5902 -0.4728
H 0.3863 -1.6880 0.8494
H 1.8183 -1.2008 -1.7834
H 2.1478 -0.4603 -0.3704
H 2.2456 -2.0229 -0.2894
H -1.3700 -3.0105 -0.3405

Forces on atoms 1 to 6 (eV/Å):
C 0.076 0.134 1.583
C 3.711 0.116 -1.822
C -5.136 -0.025 1.599
C -0.463 0.905 4.250
C 0.043 0.211 0.384
N -3.603 -1.528 4.023